[1]
{
  "formula": "C20H34FN2O6",
  "method": "ωB97M-V with the def2-TZVPD basis set",
  "elements": ["C", "C", "C", "O", "O", "C", "C", "C", "N", "N", "C", "C", "C", "C", "C", "C", "F", "H", "H", "H", "H", "H", "H", "H", "H", "H", "H", "H", "H", "H", "H", "H", "H", "H", "H", "O", "C", "O", "C", "C", "C", "H", "H", "H", "H", "H", "H", "H", "H", "O", "C", "O", "C", "C", "C", "H", "H", "H", "H", "H", "H", "H", "H"],
  "coordinates": [[2.8872, 3.9073, -2.2637], [2.1373, 2.6629, -3.0390], [3.1015, 1.8225, -4.0645], [4.4243, 2.0150, -4.0008], [2.6160, 0.8073, -5.0556], [1.5871, -0.0453, -4.4371], [1.5895, -1.6110, -5.0254], [1.1667, -2.5472, -3.7117], [2.1080, -3.4252, -2.9410], [1.9747, -4.2164, -1.8497], [0.6366, -4.3373, -1.2277], [-0.6121, -3.5235, -1.8804], [-0.4178, -2.5374, -3.1745], [-1.5958, -1.6641, -3.9164], [-2.3209, -0.5472, -2.9584], [-3.3827, 0.2874, -3.9446], [-3.1718, -1.2219, -1.9445], [4.0378, 3.7497, -2.0895], [2.4092, 4.0434, -1.1867], [2.7659, 4.9474, -2.8193], [1.2033, 3.1388, -3.5969], [1.6794, 1.9623, -2.1938], [1.8994, -0.1553, -3.2902], [0.5086, 0.4097, -4.4295], [0.8663, -1.7471, -5.9359], [2.6973, -1.8851, -5.3479], [3.0956, -3.4196, -3.3481], [0.4920, -5.0344, -0.2895], [-1.6718, -3.6379, -1.3633], [-2.4436, -2.3722, -4.3627], [-1.1524, -1.0718, -4.8492], [-1.5966, 0.2260, -2.4597], [-3.5358, -0.3954, -4.9117], [-2.9224, 1.2952, -4.3462], [-4.4470, 0.3996, -3.4654], [-0.0653, 2.1213, 1.7476], [-1.1106, 1.4966, 1.9133], [-1.5242, 0.5998, 0.9903], [-2.6018, -0.3339, 1.1877], [-3.9325, 0.2889, 0.8148], [-1.9985, 1.7840, 3.0879], [-2.5964, -0.7362, 2.2050], [-2.4029, -1.1797, 0.5211], [-4.1685, 1.1445, 1.4531], [-4.7396, -0.4437, 0.9056], [-3.9069, 0.6592, -0.2151], [-2.6895, 2.5895, 2.8308], [-1.3713, 2.1046, 3.9270], [-2.5507, 0.9133, 3.4391], [-0.5725, 1.8920, 7.6434], [0.3452, 1.1553, 7.2891], [1.0013, 1.3901, 6.1307], [2.2188, 0.7312, 5.7364], [1.9216, -0.5681, 5.0146], [0.6923, -0.0724, 8.0782], [2.8895, 0.5941, 6.5896], [2.7301, 1.4137, 5.0493], [1.4034, -1.2789, 5.6639], [2.8465, -1.0328, 4.6613], [1.2672, -0.3881, 4.1557], [0.0803, -0.9089, 7.7342], [0.4737, 0.1204, 9.1344], [1.7482, -0.3355, 8.0315]],
  "atomic_forces_ev_per_a": [[0.4, 0.6, 0.6], [-0.9, 0.4, 0.2], [6.7, 1.0, 0.6], [-8.8, -1.5, -0.9], [-0.7, 1.0, 2.9], [0.2, -0.7, 2.0], [1.0, 0.1, 1.1], [-3.0, -1.4, 2.1], [-1.9, 2.3, -2.1], [-4.8, 0.5, 0.9], [0.4, 2.8, -3.9], [2.4, 0.9, -1.4], [3.3, -2.8, 2.1], [0.1, -0.1, 0.2], [-1.5, 0.6, -1.1], [0.4, -1.1, -1.0], [2.1, 1.0, -1.8], [-2.4, 0.0, -0.6], [0.8, -0.4, -2.4], [0.2, -2.4, 1.0], [2.0, -1.3, 0.9], [1.1, 1.2, -2.0], [-0.8, 0.2, -2.4], [2.0, -0.7, -0.4], [1.3, 0.0, 2.0], [-2.4, 0.6, 0.7], [-1.7, -0.2, 1.0], [0.6, 1.6, -2.2], [2.4, 0.3, -1.3], [1.9, 1.3, 1.2], [-0.8, -1.4, 2.2], [-1.3, -1.9, -0.5], [0.2, 1.5, 2.0], [-1.0, -2.0, 1.1], [2.4, 0.0, -0.7], [-1.8, -1.5, -0.2], [1.3, 1.4, 0.1], [0.6, -0.3, -0.3], [-0.3, 0.1, 0.0], [-0.1, 0.2, 0.0], [0.2, -0.3, 0.7], [0.0, 0.2, 0.0], [0.2, 0.3, 0.0], [0.0, -0.2, 0.0], [0.1, 0.1, 0.0], [0.0, -0.2, 0.1], [0.0, -0.1, 0.0], [-0.1, 0.1, -0.3], [-0.2, 0.1, -0.2], [1.8, -1.2, -1.1], [-1.6, 0.9, 0.6], [-0.1, 0.5, 0.0], [0.0, -0.1, -0.1], [-0.2, -0.2, 0.0], [0.4, 0.0, 0.7], [-0.2, 0.0, 0.0], [-0.3, 0.1, 0.2], [0.1, 0.0, 0.0], [-0.1, 0.1, 0.0], [0.2, 0.1, 0.1], [0.1, 0.1, 0.0], [-0.2, 0.0, -0.3], [-0.1, -0.2, -0.2]],
  "lumo_energy_ev": -5.2741,
  "total_charge": 1
}

=====

[2]
{
  "formula": "C28H31Cl5N6OSSn",
  "method": "ωB97M-V with the def2-TZVPD basis set",
  "elements": ["Sn", "Cl", "C", "C", "C", "Cl", "C", "Cl", "C", "Cl", "C", "Cl", "C", "N", "C", "C", "N", "C", "C", "N", "C", "C", "N", "C", "N", "C", "C", "C", "N", "C", "H", "H", "H", "H", "H", "H", "H", "H", "H", "H", "H", "H", "H", "H", "H", "H", "H", "H", "H", "H", "H", "H", "H", "H", "C", "C", "O", "S", "C", "C", "C", "C", "C", "C", "C", "C", "H", "H", "H", "H", "H", "H", "H"],
  "coordinates": [[0.0861, -0.0535, 0.2725], [2.0803, 0.0461, -0.9239], [1.4208, 2.3812, -1.0262], [0.2359, 2.3629, -0.5906], [-0.3178, 3.6199, -0.3295], [-1.9193, 3.8483, 0.2366], [0.5461, 4.7101, -0.5210], [-0.0084, 6.2900, -0.1909], [1.8873, 4.5372, -0.9734], [2.8910, 5.8928, -1.2027], [2.4234, 3.2652, -1.2706], [3.9784, 2.9548, -1.8513], [-4.8985, 1.2778, 0.3025], [-3.8895, 1.3368, -0.7555], [-4.3976, 1.5713, -2.1154], [-3.1818, 1.3141, -2.9933], [-2.3369, 0.5234, -2.0999], [-1.1092, -0.0757, -2.5660], [-2.7115, 0.6843, -0.8155], [-1.9965, 0.1934, 0.2072], [-2.4058, 0.4346, 1.6026], [-1.4431, -0.2822, 2.5367], [-0.0865, 0.2647, 2.3372], [0.5856, 0.8107, 3.3607], [1.6506, 1.6165, 3.2436], [2.1537, 2.2086, 2.0268], [2.0155, 2.2072, 4.5335], [1.2306, 1.3554, 5.5234], [0.3081, 0.6013, 4.6643], [-0.3626, -0.5454, 5.2771], [-5.7794, 1.7920, -0.0722], [-4.5793, 1.7942, 1.2024], [-5.1821, 0.2509, 0.5363], [-4.7758, 2.5874, -2.2017], [-5.2103, 0.8742, -2.3318], [-2.6728, 2.2342, -3.2899], [-3.4281, 0.7460, -3.8877], [-1.2023, -0.2712, -3.6323], [-0.9472, -1.0462, -2.0865], [-0.2431, 0.5765, -2.4373], [-3.3933, 0.0249, 1.8024], [-2.4167, 1.5045, 1.8245], [-1.4420, -1.3514, 2.3203], [-1.8072, -0.1341, 3.5440], [2.5621, 1.4569, 1.3510], [2.9636, 2.8848, 2.2897], [1.3802, 2.7889, 1.5245], [1.7092, 3.2552, 4.5614], [3.0916, 2.1571, 4.6849], [0.6765, 1.9476, 6.2488], [1.8750, 0.6610, 6.0643], [0.1955, -0.8105, 6.1729], [-0.3558, -1.4093, 4.6174], [-1.3831, -0.3103, 5.5780], [-1.9095, -8.8589, -3.3750], [-2.3762, -8.8962, -1.9517], [-3.4983, -8.7833, -1.5767], [-0.9883, -9.1293, -0.7189], [-0.7606, -7.4000, -0.3891], [-1.8254, -6.6037, 0.0356], [-1.6297, -5.2592, 0.2801], [-0.3704, -4.6845, 0.0843], [0.7035, -5.4892, -0.3010], [0.5071, -6.8388, -0.5322], [-0.1995, -3.2725, 0.2235], [-0.0420, -2.0801, 0.3777], [-2.7404, -8.6418, -4.0425], [-1.4720, -9.8267, -3.6259], [-1.1217, -8.1124, -3.4757], [-2.8011, -7.0484, 0.1767], [-2.4516, -4.6462, 0.6271], [1.6835, -5.0497, -0.4319], [1.3318, -7.4643, -0.8461]],
  "atomic_forces_ev_per_a": [[-0.6, 0.2, 0.4], [0.8, 0.6, -0.4], [1.3, -0.7, -0.6], [-1.8, -0.8, 0.9], [0.7, 0.3, -0.3], [0.0, -0.1, 0.1], [-0.1, 0.0, 0.1], [0.0, 0.1, 0.0], [0.0, 0.0, 0.0], [0.0, 0.0, 0.0], [-0.1, 0.2, 0.1], [0.0, 0.0, 0.0], [0.0, 0.1, 0.0], [0.0, 0.0, 0.0], [0.0, 0.0, 0.0], [0.0, 0.0, 0.0], [0.1, 0.2, 0.1], [-0.1, -0.2, 0.1], [-0.1, -0.3, 0.1], [-0.3, 0.7, -0.3], [-0.2, -0.2, 0.0], [-0.2, 0.3, 0.0], [0.2, 0.4, 0.1], [0.1, -0.4, 0.2], [0.0, 0.0, -0.1], [-0.1, 0.1, 0.0], [0.0, 0.0, 0.0], [0.0, 0.0, 0.0], [-0.2, 0.0, 0.1], [0.1, 0.0, -0.1], [0.0, 0.0, 0.0], [0.0, 0.0, 0.0], [0.0, 0.0, 0.0], [0.0, 0.0, 0.0], [0.0, 0.0, 0.0], [0.0, 0.0, 0.0], [0.0, 0.0, 0.0], [0.0, 0.0, 0.0], [0.0, 0.0, 0.0], [0.0, 0.1, -0.1], [0.0, 0.0, -0.1], [0.0, 0.0, 0.0], [0.0, 0.0, 0.1], [0.1, 0.1, 0.0], [0.0, 0.0, 0.0], [0.0, 0.0, 0.0], [0.0, 0.0, 0.0], [0.0, 0.0, 0.0], [0.0, 0.0, 0.0], [0.0, 0.0, 0.0], [0.0, 0.0, 0.0], [0.0, 0.0, 0.0], [0.0, 0.0, 0.0], [0.0, 0.0, 0.0], [0.0, -0.1, 0.0], [0.0, 0.0, 0.0], [0.0, 0.0, 0.0], [0.1, 0.0, 0.0], [-0.1, 0.0, 0.0], [0.0, 0.0, 0.1], [0.0, 0.0, -0.1], [0.0, 0.0, -0.1], [0.0, 0.0, 0.0], [0.0, 0.0, 0.0], [0.1, -0.1, 0.2], [0.2, -0.4, -0.3], [0.0, 0.0, 0.0], [0.0, 0.0, 0.0], [0.0, 0.0, 0.0], [0.0, 0.0, 0.0], [0.0, 0.0, -0.1], [0.0, 0.0, 0.0], [0.0, 0.0, 0.0]],
  "lumo_energy_ev": -7.2904,
  "total_charge": 2
}

=====

[3]
{
  "formula": "C40H39Br6F5O6",
  "method": "ωB97M-V with the def2-TZVPD basis set",
  "elements": ["C", "C", "C", "O", "C", "O", "O", "H", "H", "H", "H", "H", "H", "C", "C", "C", "O", "C", "O", "O", "H", "H", "H", "H", "H", "H", "Br", "C", "Br", "Br", "H", "Br", "C", "Br", "Br", "H", "F", "C", "C", "C", "C", "C", "C", "H", "H", "H", "H", "H", "F", "C", "C", "C", "C", "C", "C", "H", "H", "H", "H", "H", "F", "C", "C", "C", "C", "C", "C", "H", "H", "H", "H", "H", "F", "C", "C", "C", "C", "C", "C", "H", "H", "H", "H", "H", "F", "C", "C", "C", "C", "C", "C", "H", "H", "H", "H", "H"],
  "coordinates": [[2.2992, 3.9251, -0.5648], [1.4241, 4.7997, 0.4068], [1.1000, 6.0872, -0.2954], [-0.2986, 6.1160, -0.1832], [-0.8374, 4.9918, 0.2005], [-1.9936, 4.6664, 0.1183], [0.1830, 4.1959, 0.6014], [2.5143, 3.0500, 0.0484], [3.2366, 4.4294, -0.7996], [1.7805, 3.6929, -1.4950], [1.9298, 4.9586, 1.3592], [1.3613, 6.0547, -1.3531], [1.7241, 6.8545, 0.1627], [0.1644, 0.6652, 5.4575], [0.6853, 1.6022, 6.4886], [1.9726, 1.1361, 7.1717], [2.8430, 2.2985, 7.0706], [2.3312, 3.2756, 6.3182], [2.7910, 4.3615, 6.0886], [1.0807, 2.8379, 5.8838], [-0.7189, 0.9718, 4.8971], [-0.2154, -0.2627, 5.8849], [0.9129, 0.5246, 4.6776], [0.0806, 1.7683, 7.3801], [2.4743, 0.2951, 6.6929], [1.7392, 0.9417, 8.2185], [6.7357, -1.7028, -5.5815], [7.8058, -0.0031, -5.7079], [9.6248, -0.3039, -4.9219], [7.0086, 1.6125, -4.8832], [7.9452, 0.2801, -6.7512], [5.3822, 4.5932, -9.1931], [4.2036, 5.8794, -8.1255], [2.6677, 4.8732, -7.3519], [3.5980, 7.5553, -9.1598], [4.8067, 6.2625, -7.3023], [-2.2494, -0.9859, -0.2224], [-1.2704, -1.0535, -1.1713], [-0.2716, -2.0166, -1.1347], [0.6308, -2.1164, -2.1560], [0.5158, -1.1908, -3.1854], [-0.5099, -0.2986, -3.3157], [-1.3948, -0.1783, -2.2515], [-0.2274, -2.7195, -0.3159], [1.3922, -2.8804, -2.2106], [1.2032, -1.2945, -4.0118], [-0.4429, 0.3651, -4.1651], [-2.2099, 0.5290, -2.2939], [-4.9083, 3.7038, -9.1427], [-5.3040, 4.4767, -8.1194], [-4.4679, 4.5413, -7.0000], [-4.8887, 5.3470, -5.9723], [-6.0141, 6.1547, -6.0136], [-6.7917, 6.1418, -7.1432], [-6.4291, 5.3516, -8.2271], [-3.6656, 3.8313, -6.8637], [-4.2098, 5.2893, -5.1343], [-6.2337, 6.8541, -5.2206], [-7.6891, 6.7419, -7.1737], [-7.0030, 5.1231, -9.1130], [-0.9750, -8.0096, 6.0383], [-0.7326, -8.5874, 4.8602], [-0.0103, -9.7881, 4.8438], [0.1793, -10.4035, 3.5969], [-0.2892, -9.8342, 2.4447], [-0.9526, -8.5983, 2.4592], [-1.1360, -7.9657, 3.6618], [0.4679, -10.2214, 5.7098], [0.7439, -11.3235, 3.5613], [-0.1984, -10.5264, 1.6207], [-1.2995, -8.1442, 1.5427], [-1.6767, -7.0422, 3.8071], [-10.5557, -5.0945, 2.5423], [-9.4013, -4.3927, 2.9063], [-9.4406, -3.5921, 3.9883], [-8.3160, -3.0123, 4.4364], [-7.0825, -3.0699, 3.7399], [-7.0053, -3.9155, 2.6417], [-8.1882, -4.5271, 2.2102], [-10.3565, -3.4271, 4.5364], [-8.4501, -2.4767, 5.3646], [-6.1905, -2.6017, 4.1291], [-6.0789, -4.0900, 2.1147], [-8.2984, -5.1294, 1.3206], [6.2334, -2.8637, 0.2097], [6.7628, -1.7959, 0.8286], [8.0927, -1.3704, 0.5671], [8.6383, -0.1658, 1.0777], [7.7809, 0.6428, 1.8458], [6.5441, 0.1645, 2.2225], [6.0456, -1.1069, 1.7576], [8.6919, -1.9684, -0.1035], [9.5882, 0.1943, 0.7110], [8.0086, 1.6638, 2.1147], [5.9251, 0.7939, 2.8447], [5.0284, -1.4159, 1.9476]],
  "atomic_forces_ev_per_a": [[-0.4, 0.2, 1.9], [1.8, -0.8, -1.9], [0.7, -0.5, 0.0], [-0.9, 3.6, -0.7], [-0.4, -1.9, -0.2], [1.3, 0.6, 0.5], [-1.0, -1.5, 0.7], [0.2, -0.4, -0.6], [0.0, 0.1, 0.1], [-0.2, -0.1, 0.2], [-0.1, -0.2, 0.1], [-0.1, 0.0, -0.1], [-1.0, 0.8, 0.1], [-1.0, -0.4, -0.8], [1.0, 0.3, 0.6], [0.6, 0.6, -0.4], [0.7, -0.4, 0.6], [-1.7, 0.1, -0.1], [-0.3, -1.6, 0.2], [0.3, 0.9, -0.1], [0.0, 0.8, 0.3], [0.7, -0.3, 0.2], [0.2, -0.4, 0.2], [-1.1, 0.5, -0.7], [0.0, 0.0, 0.1], [0.6, -0.1, 0.0], [0.7, 1.6, -0.1], [0.4, -0.2, 0.7], [-1.2, 0.1, -0.6], [0.2, -1.1, -0.3], [-0.1, -0.5, 0.3], [-1.2, 1.4, 0.9], [-0.4, -0.2, -0.8], [1.1, 0.8, -0.6], [0.6, -1.9, 0.9], [-0.2, -0.2, -0.3], [0.8, -0.2, -0.2], [-0.5, 0.5, -0.9], [-0.7, -0.5, 1.3], [-0.1, 0.9, -0.7], [1.0, -1.4, -1.1], [0.5, 0.6, 1.0], [-0.4, -0.2, 0.0], [-0.2, 0.0, 0.2], [0.0, 0.0, 0.3], [0.2, 0.1, -0.1], [-0.6, 0.1, 0.0], [-0.1, 0.0, 0.2], [-0.5, -0.1, -0.2], [0.1, 2.1, 0.8], [-1.5, -0.8, -1.0], [0.9, 0.1, 0.8], [0.7, 0.2, 0.2], [-0.3, -0.1, -0.8], [1.3, -2.5, -0.2], [0.2, 0.2, -0.2], [-0.3, 0.5, 0.5], [-0.1, -0.2, 0.2], [0.0, 0.1, -0.2], [-0.4, 0.7, -0.1], [-0.2, 0.4, 0.2], [1.0, -1.2, -1.1], [-0.2, 0.6, -0.8], [0.2, 0.5, 1.4], [-0.5, -0.4, -0.3], [0.5, -0.7, -0.3], [-0.4, -0.1, 1.9], [-0.4, 0.1, 0.3], [-0.1, -0.1, -0.1], [-0.1, 0.7, -0.8], [-0.1, 0.0, 0.0], [0.0, 0.2, -0.4], [1.7, 1.0, 0.1], [0.4, -1.1, -1.5], [-2.0, -0.3, 0.8], [2.3, 1.5, 0.3], [-0.7, -0.9, 0.9], [-1.1, 0.3, -0.1], [-1.4, -0.7, -0.2], [-0.2, -0.2, 0.0], [0.5, 0.4, 0.0], [-0.1, 0.1, 0.1], [0.0, 0.1, -0.1], [0.6, -0.2, -0.1], [0.3, 0.0, 0.1], [2.0, 0.9, 0.4], [0.1, 0.2, -0.1], [-2.0, -0.8, -0.6], [0.1, -0.4, -0.1], [-0.5, -1.5, -0.5], [-0.4, 2.0, 0.3], [0.0, -0.1, -0.1], [0.1, -0.2, 0.2], [0.4, 0.0, 0.1], [-0.2, -0.1, 0.0], [-0.1, 0.0, 0.3]],
  "e_above_lowest_kj_mol": 301.9,
  "lumo_energy_ev": -0.9947
}

=====

no.,orbital gap (eV)
1,6.3
2,4.9
3,8.2